Entry 1:
ORCA calculation (the ωB97M-V functional and the def2-TZVPD basis) on C4H13N2 as an isolated structure.

CARTESIAN COORDINATES (ANGSTROEM)
C1 0.947 0.188 -0.626
C2 0.249 -1.148 -0.416
C3 -1.267 -0.778 -0.422
C4 -1.712 0.102 0.738
N1 -1.069 1.440 0.684
N2 1.248 0.781 0.647
H1 0.403 0.821 -1.349
H2 1.419 -0.225 -1.599
H3 0.204 -1.921 -1.208
H4 0.600 -1.675 0.475
H5 -1.793 -1.731 -0.361
H6 -1.572 -0.350 -1.375
H7 -2.812 0.253 0.794
H8 2.647 -0.367 0.091
H9 -1.434 -0.425 1.670
H10 0.125 1.211 0.794
H11 3.282 0.290 -0.411
H12 2.030 1.429 0.543
H13 -1.496 2.102 1.330

Values from the calculation:
Charge: +1
Gap between HOMO and LUMO, Ha: 0.2155
HOMO, Ha: -0.530

Entry 2:
ORCA calculation (the ωB97M-V functional and the def2-TZVPD basis) on a 2-piece molecular cluster, C4H13N2 overall.

CARTESIAN COORDINATES (ANGSTROEM)
C1 -0.080 -1.566 0.553
C2 0.709 -0.428 1.325
C3 -0.211 0.751 1.684
N1 0.621 -1.836 -0.706
H1 -1.067 -1.179 0.346
H2 -0.103 -2.499 1.133
H3 1.523 -0.101 0.658
H4 1.116 -0.843 2.258
H5 -0.959 0.394 2.422
H6 -0.698 1.013 0.717
H7 0.304 1.637 2.090
H8 0.226 -2.693 -1.123
H9 0.351 -1.047 -1.345
C4 0.080 1.635 -1.613
N2 -0.971 0.667 -1.417
H10 0.953 1.652 -0.936
H11 -0.190 2.677 -1.839
H12 -1.816 0.976 -1.911
H13 0.212 0.791 -2.297

Values from the calculation:
Charge: +1
Gap between HOMO and LUMO, Ha: 0.1822
HOMO, Ha: -0.497

Entry 3:
ORCA calculation (the ωB97M-V functional and the def2-TZVPD basis) on an isolated ion of composition C4H13N2 and charge +2.

CARTESIAN COORDINATES (ANGSTROEM)
C1 0.031 1.548 0.794
C2 0.609 0.076 1.094
C3 -0.391 -1.062 0.901
C4 -0.853 -1.531 -0.525
N1 -0.063 -0.927 -1.694
N2 0.525 2.131 -0.350
H1 0.445 2.058 1.690
H2 -1.049 1.463 0.825
H3 1.568 -0.091 0.594
H4 0.904 0.116 2.139
H5 -1.351 -0.814 1.358
H6 -0.050 -1.959 1.417
H7 -0.595 -2.576 -0.682
H8 -1.897 -1.296 -0.697
H9 -0.254 -1.420 -2.566
H10 0.930 -1.147 -1.541
H11 -0.138 0.086 -1.704
H12 0.094 3.015 -0.662
H13 1.535 2.330 -0.392

Values from the calculation:
Charge: +2
Multiplicity: 2
Gap between HOMO and LUMO (spin up / spin down), Ha: 0.4822 / 0.2868
HOMO (spin up / spin down), Ha: -0.755 / -0.763

> Which value of charge does entry 2 give?

+1

> Which of these has the highest charge?

number 3

> charge of number 1 (C4H13N2)?

+1